[1]
Formula: C2H2AgFO2
Source: the OMol25 dataset
Level of theory: ωB97M-V with the def2-TZVPD basis set

```
8
Properties=species:S:1:pos:R:3
O 1.097 -0.387 -0.372
C -0.076 -0.823 0.015
C -1.079 0.202 0.089
O -0.809 1.409 -0.041
H -0.265 -1.887 0.178
F -2.333 -0.163 0.236
Ag 1.198 1.715 -0.269
H 2.269 -0.066 0.166
```

Charge   +1
LUMO (spin up / spin down)   -6.60 / -7.29 eV
Multiplicity   2
Relative energy (zero: lowest compared OMol25 entry of this formula, charge and spin)   0.000 eV

[2]
Formula: C16H23BN4OS
Source: the OMol25 dataset
Level of theory: ωB97M-V with the def2-TZVPD basis set

```
46
Properties=species:S:1:pos:R:3
C 3.952 1.110 2.780
C 3.033 2.327 2.280
B 2.112 1.767 1.050
O 0.800 2.266 0.832
C 2.783 0.591 0.150
C 2.086 -0.689 0.125
C 2.646 -1.866 -0.643
C 3.907 -1.721 -1.365
C 4.636 -0.397 -1.386
N 5.841 -0.093 -2.031
S 6.107 1.502 -1.618
N 4.824 1.970 -0.641
C 4.081 0.786 -0.617
H 4.775 0.866 2.050
H 3.350 0.187 3.003
H 4.484 1.462 3.719
H 2.302 2.585 3.098
H 3.638 3.196 1.907
H 0.200 1.812 1.461
H 1.127 -0.792 0.686
H 2.072 -2.825 -0.589
H 4.311 -2.613 -1.920
C -0.061 1.508 -2.093
C -1.146 1.883 -3.097
C -2.548 1.508 -2.611
C -2.633 0.037 -2.396
N -2.692 -1.100 -2.228
H -0.020 0.429 -1.928
H 0.920 1.817 -2.461
H -0.231 1.996 -1.133
H -0.938 1.387 -4.050
H -1.108 2.959 -3.281
H -3.296 1.803 -3.349
H -2.776 2.019 -1.673
C -4.658 -3.701 1.594
C -5.510 -2.440 1.507
C -4.720 -1.220 1.026
C -3.606 -0.927 1.971
N -2.745 -0.701 2.701
H -3.850 -3.592 2.321
H -5.268 -4.550 1.912
H -4.218 -3.944 0.624
H -5.944 -2.236 2.491
H -6.342 -2.618 0.821
H -5.374 -0.348 0.968
H -4.304 -1.399 0.031
```

LUMO   -0.92 eV
Multiplicity   1

[3]
Formula: C34H57N11
Source: the OMol25 dataset
Level of theory: ωB97M-V with the def2-TZVPD basis set

```
102
Properties=species:S:1:pos:R:3
C 5.976 11.271 13.365
C 7.268 11.435 12.575
C 8.061 12.548 13.279
C 7.312 13.830 13.446
N 6.599 14.745 13.483
H 5.302 10.515 12.991
H 5.436 12.257 13.342
H 6.146 11.096 14.401
H 6.970 11.678 11.551
H 7.860 10.583 12.454
H 9.022 12.796 12.805
H 8.358 12.233 14.291
C 8.527 13.323 18.709
C 9.992 13.094 18.077
C 10.476 11.762 18.723
C 11.644 11.195 18.125
N 12.513 10.641 17.637
H 8.051 12.357 18.733
H 7.959 14.063 18.137
H 8.726 13.707 19.721
H 10.686 13.923 18.381
H 9.953 13.080 16.966
H 9.709 11.018 18.635
H 10.735 11.944 19.764
C 8.378 14.247 7.782
C 8.074 13.617 9.159
C 7.748 14.697 10.266
C 8.886 15.495 10.640
N 9.868 15.997 10.927
H 7.476 14.845 7.602
H 8.548 13.507 6.994
H 9.308 14.869 7.837
H 8.927 13.080 9.593
H 7.174 12.924 9.174
H 7.463 14.119 11.162
H 6.990 15.390 9.970
C 12.601 12.962 6.324
C 14.088 12.784 6.233
C 14.484 11.301 6.567
C 13.884 10.886 7.900
N 13.369 10.557 8.874
H 12.083 12.434 5.542
H 12.416 14.041 6.224
H 12.058 12.680 7.249
H 14.604 13.391 6.968
H 14.461 13.071 5.233
H 15.543 11.070 6.723
H 14.092 10.632 5.834
C 9.596 9.193 10.488
C 10.433 8.378 11.496
C 11.915 8.870 11.429
C 12.898 8.255 12.359
N 13.659 7.862 13.133
H 10.138 9.138 9.520
H 9.666 10.271 10.700
H 8.610 8.822 10.418
H 10.246 7.326 11.296
H 10.020 8.605 12.528
H 11.869 9.926 11.598
H 12.420 8.738 10.465
C 7.526 16.914 16.128
C 7.801 18.418 15.783
C 9.256 18.595 15.232
C 10.309 18.434 16.324
N 11.284 18.184 16.883
H 6.430 16.778 16.265
H 7.942 16.645 17.104
H 7.938 16.380 15.295
H 7.693 19.109 16.645
H 7.161 18.759 14.946
H 9.397 19.521 14.708
H 9.502 17.786 14.564
C 14.817 10.298 15.159
C 14.561 10.916 13.886
N 14.375 11.390 12.890
H 15.374 9.398 15.029
H 13.961 10.254 15.893
H 15.566 11.043 15.605
C 16.456 13.513 10.958
C 15.784 14.027 9.745
N 15.271 14.622 8.931
H 17.293 12.999 10.613
H 15.779 12.928 11.586
H 16.885 14.345 11.481
C 10.604 7.798 15.864
C 9.764 8.998 15.895
N 9.058 9.925 15.874
H 11.627 8.151 15.758
H 10.301 7.146 15.069
H 10.510 7.253 16.810
C 13.162 13.387 10.840
C 11.864 12.829 11.192
N 10.826 12.460 11.515
H 13.719 12.559 10.396
H 13.635 13.844 11.691
H 12.993 14.074 10.055
C 13.993 16.526 16.966
C 13.235 15.419 16.441
N 12.740 14.532 15.938
H 14.190 17.255 16.151
H 14.911 16.071 17.390
H 13.421 17.065 17.717
```

LUMO   0.65 eV
Multiplicity   1
Relative energy (zero: lowest compared OMol25 entry of this formula, charge and spin)   0.424 eV

[4]
Formula: C37H76F3IO8P3S2
Source: the OMol25 dataset
Level of theory: ωB97M-V with the def2-TZVPD basis set

```
130
Properties=species:S:1:pos:R:3
C -2.368 5.974 3.919
O -2.595 4.583 3.785
C -3.617 4.091 4.637
C -3.037 3.283 5.815
C -3.370 1.787 5.736
C -3.539 1.138 7.129
C -2.237 0.435 7.585
C -2.207 -1.049 7.196
C -0.831 -1.490 6.668
C -0.891 -2.586 5.588
C 0.243 -3.616 5.714
C 1.248 -3.602 4.548
C 1.567 -2.193 3.975
C 3.035 -2.076 3.554
C 3.295 -1.095 2.370
C 2.140 -1.102 1.308
C 0.995 -0.137 1.530
C -0.176 -0.509 0.598
S -1.151 -1.924 1.157
P 4.747 -1.805 1.398
O 5.497 -2.870 2.085
C 3.735 0.338 2.784
C 2.958 1.018 3.920
O 1.867 1.826 3.475
C 0.894 2.021 4.395
F 0.103 3.033 3.979
F 1.386 2.313 5.623
F 0.116 0.910 4.533
P 3.975 1.445 1.282
O 3.078 2.607 1.148
O 5.113 0.204 3.255
S 5.378 -0.611 4.625
O 5.225 0.280 5.733
O 6.653 -1.226 4.484
C 4.068 -1.979 4.747
O 4.828 -3.126 4.835
I 3.172 -1.691 6.710
H -1.738 6.276 3.092
H -1.846 6.180 4.856
H -3.309 6.520 3.898
H -4.256 3.458 4.028
H -4.235 4.900 5.024
H -1.963 3.439 5.833
H -3.422 3.682 6.751
H -4.280 1.613 5.171
H -2.543 1.273 5.252
H -3.874 1.865 7.862
H -4.312 0.374 7.073
H -1.403 0.970 7.136
H -2.136 0.569 8.659
H -3.008 -1.312 6.512
H -2.374 -1.617 8.109
H -0.307 -0.629 6.261
H -0.235 -1.819 7.514
H -1.843 -3.092 5.728
H -0.923 -2.141 4.597
H 0.783 -3.535 6.649
H -0.209 -4.607 5.723
H 2.161 -4.109 4.852
H 0.830 -4.201 3.741
H 1.240 -1.416 4.657
H 0.918 -2.133 3.115
H 3.270 -3.047 3.123
H 1.726 -2.110 1.367
H 2.532 -1.041 0.303
H 0.626 -0.168 2.545
H 1.236 0.897 1.296
H -0.804 0.359 0.437
H 0.254 -0.751 -0.373
H -0.653 -2.913 0.406
H 4.234 -2.309 0.179
H 5.620 -0.772 0.992
H 2.592 0.286 4.638
H 3.654 1.651 4.461
H 3.896 0.613 0.148
H 5.326 1.831 1.346
H 4.377 -3.750 5.407
C -0.911 0.723 -10.168
C -0.013 1.258 -9.055
C 0.783 0.150 -8.365
C -0.001 -0.732 -7.379
P -0.371 -0.064 -5.746
C 1.194 0.591 -5.107
C 2.462 -0.279 -5.081
C 2.536 -1.422 -4.063
C 2.158 -1.037 -2.637
C -0.837 -1.426 -4.666
C -2.123 -2.247 -4.864
C -3.450 -1.530 -4.619
C -3.538 -0.766 -3.302
C -1.411 1.407 -5.629
C -2.891 1.555 -6.038
C -3.373 0.897 -7.343
C -3.699 1.920 -8.431
H -1.606 -0.037 -9.804
H -1.501 1.526 -10.607
H -0.313 0.276 -10.962
H -0.603 1.829 -8.334
H 0.693 1.965 -9.494
H 1.639 0.590 -7.846
H 1.202 -0.502 -9.132
H 0.619 -1.610 -7.161
H -0.900 -1.142 -7.845
H 0.994 1.018 -4.121
H 1.412 1.457 -5.741
H 3.294 0.400 -4.882
H 2.645 -0.691 -6.077
H 3.558 -1.804 -4.065
H 1.929 -2.269 -4.391
H 2.924 -0.402 -2.185
H 2.055 -1.928 -2.017
H 1.209 -0.500 -2.586
H -0.755 -1.086 -3.632
H -0.027 -2.146 -4.802
H -2.057 -3.096 -4.180
H -2.128 -2.668 -5.873
H -4.253 -2.268 -4.660
H -3.641 -0.860 -5.458
H -3.600 -1.448 -2.453
H -4.428 -0.138 -3.286
H -2.682 -0.106 -3.139
H -0.838 2.199 -6.123
H -1.354 1.670 -4.566
H -3.092 2.626 -6.087
H -3.508 1.212 -5.208
H -4.285 0.333 -7.145
H -2.647 0.170 -7.714
H -4.573 2.507 -8.147
H -3.926 1.427 -9.375
H -2.873 2.614 -8.595
```

Charge   +1
LUMO   -2.30 eV
Multiplicity   1

Calculated total energy (computed, a.u.): -474.28965, -1340.73524, -1931.90735, -4474.74490